# 1
{"formula": "C23H39Cl2N4O4Tl", "method": "ωB97M-V/def2-TZVPD", "elements": ["O", "C", "C", "C", "H", "C", "H", "C", "H", "C", "H", "C", "H", "H", "C", "C", "H", "H", "H", "C", "C", "H", "H", "H", "H", "Tl", "Cl", "Cl", "H", "H", "C", "C", "N", "H", "C", "O", "H", "H", "H", "H", "H", "H", "C", "C", "N", "H", "C", "O", "H", "H", "H", "H", "C", "N", "C", "C", "C", "N", "C", "C", "O", "H", "H", "H", "H", "H", "H", "H", "H", "H", "H", "H", "H"], "positions_angstrom": [[0.301, -0.591, -3.870], [-0.620, 0.240, -3.771], [-0.265, 1.716, -3.880], [0.251, 2.456, -2.826], [0.242, 2.029, -1.819], [0.729, 3.756, -3.081], [1.102, 4.363, -2.254], [0.720, 4.257, -4.378], [1.116, 5.261, -4.590], [0.205, 3.501, -5.435], [0.165, 3.887, -6.452], [-0.290, 2.218, -5.182], [-0.698, 1.594, -5.981], [-1.743, 0.053, -4.096], [-2.543, -1.165, -2.242], [-1.879, 0.120, -1.985], [-3.447, -1.012, -2.877], [-2.883, -1.716, -1.344], [-1.862, -1.842, -2.780], [-2.476, 1.341, -1.700], [-3.883, 1.488, -1.186], [-1.946, 2.280, -1.820], [-4.533, 1.812, -2.009], [-3.923, 2.251, -0.402], [-4.279, 0.556, -0.767], [-1.795, 0.032, 0.628], [0.398, 1.272, 0.411], [-2.944, 1.258, 2.466], [4.351, 1.212, -3.151], [4.888, 1.140, -0.687], [3.304, 1.297, -2.814], [3.830, 1.000, -0.417], [3.103, 0.540, -1.591], [2.635, 0.919, -3.598], [2.425, -0.630, -1.589], [2.334, -1.391, -0.625], [3.735, 0.277, 0.397], [1.934, -0.861, -2.564], [3.091, 2.360, -2.636], [3.430, 1.973, -0.097], [0.134, -5.774, 0.666], [1.701, -5.229, -0.677], [-0.562, -4.960, 0.460], [1.299, -4.285, -1.062], [0.173, -3.906, -0.218], [-0.975, -4.559, 1.387], [-0.347, -2.677, -0.271], [-1.447, -2.381, 0.281], [2.060, -3.491, -1.032], [0.234, -1.919, -0.823], [-1.373, -5.347, -0.169], [0.983, -4.437, -2.110], [-2.480, -1.337, 4.661], [-1.253, -0.609, 4.811], [-1.318, 0.595, 5.593], [0.087, 0.988, 6.032], [0.995, 1.099, 4.850], [0.851, -0.032, 3.976], [1.930, -0.272, 3.046], [-0.307, -0.762, 3.818], [-0.507, -1.508, 2.841], [-3.134, -0.849, 3.929], [-2.985, -1.355, 5.630], [-2.256, -2.351, 4.334], [-1.793, 1.414, 5.003], [-1.952, 0.390, 6.475], [0.458, 0.228, 6.727], [0.042, 1.943, 6.560], [2.032, 1.124, 5.175], [0.782, 2.016, 4.287], [2.211, 0.654, 2.518], [2.816, -0.641, 3.597], [1.621, -1.018, 2.302]], "atomic_forces_ev_per_a": [[-1.1994, 0.2277, 0.0438], [-0.9904, 0.1361, 0.2400], [0.2331, -0.7541, -0.2318], [0.0160, 0.6874, -0.2153], [0.1766, 0.1976, -0.4754], [-0.2308, -0.5427, 0.2327], [-0.0482, -0.1562, -0.2597], [0.0845, 0.4537, -0.3978], [-0.2201, -0.4856, 0.1961], [-0.2129, -0.4517, 0.1740], [0.1392, 0.0567, 0.2513], [0.0368, 0.5536, 0.1915], [0.1581, 0.2312, 0.1537], [1.9431, -0.1081, -0.0909], [-1.7692, -0.9609, 0.1018], [1.6287, 1.5613, -0.4815], [0.4357, -0.2391, 0.3123], [0.0447, 0.2039, -0.5440], [-0.0958, 0.1391, 0.1026], [-0.8416, -1.7258, 1.6206], [-0.4398, 0.3290, -0.4034], [0.2873, -0.1200, 0.1116], [-0.1136, 0.0449, 0.1548], [-0.1009, -0.0421, -0.1200], [-0.0514, 0.1242, -0.2302], [1.5681, 0.4425, -0.3628], [-0.4592, -0.4086, 0.6426], [0.2210, -0.5502, -0.9112], [-0.2646, -0.0104, 0.0710], [-0.1750, -0.0945, 0.1654], [0.0641, -0.0271, -0.0835], [-0.0447, 0.1434, -0.1944], [0.0446, -0.3495, 0.1465], [0.1592, 0.1399, 0.2399], [0.1090, 0.0072, -0.3503], [0.1780, 0.3522, -0.0819], [-0.0253, 0.1134, -0.2588], [0.2429, 0.2661, 0.4753], [-0.0155, -0.2793, -0.0936], [0.0618, -0.2176, 0.0037], [-0.1090, 0.0804, 0.1164], [0.0163, 0.3201, -0.1174], [-0.1101, 0.0086, 0.0423], [0.3031, 0.1541, -0.4126], [-0.6540, 0.6846, -0.1261], [-0.0091, -0.1349, -0.0885], [-0.0612, 0.0496, 0.0783], [0.4689, 0.5568, 0.0626], [-0.2902, -0.3353, 0.0085], [-0.0796, -0.4196, 0.2080], [0.0670, 0.0798, 0.1206], [0.0840, -0.0116, 0.4225], [-0.4014, -0.1749, -0.1627], [0.4780, -0.3807, -0.4927], [0.0035, 0.5883, 0.2869], [-0.6056, -0.0077, 0.6321], [0.0172, 0.1313, -0.1694], [-0.5590, -1.0886, -0.7820], [0.5478, -0.0615, -0.3058], [-0.0549, 0.8744, 0.1462], [0.0342, 0.2620, 0.4030], [-0.0785, -0.2491, 0.1216], [0.0255, -0.1018, -0.1028], [-0.1492, 0.0449, 0.0217], [0.2045, -0.3540, 0.3765], [0.2478, 0.1722, -0.3661], [-0.0081, 0.0784, -0.0574], [0.0800, -0.0387, 0.0431], [0.1924, 0.1619, 0.0388], [0.1068, 0.0719, 0.0060], [-0.1470, -0.2814, 0.1413], [-0.2759, 0.0942, -0.2056], [0.1816, 0.3391, 0.2686]], "max_force_ev_per_a": 2.51, "homo_energy_ha": [-0.262, -0.262], "e_lumo_ev": [-2.29, -2.29], "molar_mass_g_mol": 710.88, "multiplicity": 1}



# 2
{"formula": "C40H32MnN6OS", "method": "ωB97M-V/def2-TZVPD", "elements": ["Mn", "C", "C", "C", "C", "C", "C", "N", "C", "C", "C", "C", "C", "N", "C", "C", "C", "C", "C", "C", "N", "H", "H", "H", "H", "H", "H", "H", "H", "H", "H", "H", "H", "H", "H", "H", "N", "C", "S", "N", "N", "C", "C", "C", "C", "C", "C", "C", "O", "H", "H", "H", "H", "H", "H", "H", "C", "C", "C", "C", "C", "C", "C", "C", "C", "C", "C", "C", "C", "C", "C", "H", "H", "H", "H", "H", "H", "H", "H", "H", "H"], "positions_angstrom": [[0.927, -0.304, -0.147], [-0.479, 1.291, -3.923], [-0.569, 2.391, -2.901], [-0.638, 3.726, -3.278], [-0.717, 4.676, -2.275], [-0.714, 4.270, -0.954], [-0.622, 2.907, -0.659], [-0.568, 2.017, -1.625], [-0.632, 2.372, 0.745], [-1.026, 3.208, 1.766], [-1.224, 2.674, 3.054], [-1.047, 1.345, 3.252], [-0.603, 0.533, 2.188], [-0.341, 1.079, 0.951], [-0.427, -0.862, 2.351], [-0.761, -1.536, 3.549], [-0.581, -2.879, 3.665], [-0.032, -3.596, 2.580], [0.319, -2.903, 1.445], [0.976, -3.622, 0.304], [0.117, -1.581, 1.306], [-0.679, 1.673, -4.924], [-1.191, 0.498, -3.688], [0.523, 0.853, -3.901], [-0.636, 4.005, -4.324], [-0.786, 5.729, -2.519], [-0.778, 5.012, -0.176], [-1.227, 4.250, 1.591], [-1.553, 3.313, 3.866], [-1.244, 0.914, 4.222], [-1.159, -0.976, 4.383], [-0.829, -3.388, 4.588], [0.154, -4.661, 2.639], [1.266, -4.628, 0.605], [1.868, -3.085, -0.015], [0.295, -3.692, -0.549], [-4.016, -1.344, -1.906], [-2.897, -0.805, -1.242], [-3.250, 0.301, 0.002], [-1.805, -1.276, -1.811], [-0.504, -0.980, -1.452], [0.286, -1.632, -2.222], [1.747, -1.633, -2.214], [2.394, -2.710, -2.839], [3.758, -2.867, -2.844], [4.545, -1.896, -2.211], [3.965, -0.789, -1.653], [2.565, -0.576, -1.677], [2.059, 0.607, -1.393], [-4.827, -1.349, -1.316], [-3.811, -2.221, -2.360], [-0.189, -2.296, -2.935], [1.769, -3.456, -3.319], [4.212, -3.723, -3.323], [5.624, -2.006, -2.182], [4.561, -0.006, -1.201], [2.297, -0.153, 1.205], [3.119, -0.102, 2.116], [4.074, -0.037, 3.154], [3.912, -0.939, 4.279], [4.534, -0.765, 5.544], [4.333, -1.657, 6.591], [3.489, -2.757, 6.456], [2.825, -2.920, 5.239], [3.027, -2.045, 4.186], [5.139, 0.954, 3.033], [6.407, 0.821, 3.650], [7.400, 1.784, 3.512], [7.197, 2.922, 2.735], [5.975, 3.052, 2.074], [4.977, 2.100, 2.212], [5.151, 0.106, 5.714], [4.835, -1.479, 7.539], [3.341, -3.453, 7.276], [2.130, -3.746, 5.112], [2.486, -2.187, 3.257], [6.620, -0.075, 4.219], [8.355, 1.637, 4.007], [7.970, 3.677, 2.638], [5.799, 3.918, 1.441], [4.037, 2.216, 1.687]], "atomic_forces_ev_per_a": [[-0.9271, 1.0728, 2.9077], [0.0109, 0.0214, 0.0482], [-0.0043, -0.0843, -0.1661], [-0.0330, -0.0858, 0.0488], [-0.0340, -0.0094, 0.1479], [0.0492, 0.1919, -0.0091], [0.1139, 0.0484, 0.2923], [0.1965, -0.5709, -0.3172], [0.0358, 0.0528, 0.0180], [-0.1410, 0.1394, 0.2002], [-0.0437, 0.2457, -0.0620], [-0.0991, 0.0082, 0.1775], [0.0467, -0.0509, -0.3786], [-0.1179, 0.2746, 0.3616], [0.0778, -0.0909, -0.0713], [-0.0651, -0.0438, 0.1886], [0.0020, -0.0241, -0.0192], [0.0098, -0.0352, 0.0447], [0.1204, -0.0548, -0.0818], [-0.0746, 0.0291, 0.0115], [-0.1656, 0.0867, -0.1052], [0.0180, 0.0003, -0.0421], [-0.0009, 0.0244, 0.0377], [-0.0196, 0.0030, 0.0293], [-0.0022, -0.0108, -0.0169], [0.0157, 0.0298, 0.0137], [0.0564, 0.0445, 0.1104], [-0.0864, 0.0761, -0.0704], [0.0334, 0.0050, -0.0167], [0.0606, 0.0525, -0.0338], [0.0210, -0.0838, -0.0381], [-0.0239, 0.0082, 0.0319], [-0.0106, 0.0461, -0.0203], [-0.0148, -0.0024, 0.0016], [0.0642, 0.0049, -0.0051], [0.0382, 0.0148, 0.0091], [0.1166, 0.0422, -0.0098], [0.1490, 0.2443, -0.0304], [0.0866, -0.1738, -0.0638], [-0.1583, -0.1295, 0.0628], [-0.5370, -0.3477, -0.6946], [0.4960, -0.2568, -0.6461], [0.5853, 0.4464, -0.0576], [-0.3834, -0.2445, 0.1527], [0.1560, 0.0843, 0.0475], [0.0410, -0.1620, -0.0593], [-0.0493, 0.3374, 0.1227], [0.5837, -0.1154, -1.8124], [-0.2078, -0.6659, 0.1028], [-0.1603, 0.0310, 0.0959], [0.0226, -0.0554, -0.0133], [-0.0287, -0.1348, -0.2157], [-0.0219, -0.0409, 0.0234], [0.0107, -0.0374, -0.0246], [-0.0479, 0.0080, 0.0139], [-0.0185, -0.0235, 0.0416], [0.2427, -0.1805, -0.1659], [0.1371, 0.1157, 0.0413], [0.1470, 0.1299, 0.0622], [0.0208, 0.1116, -0.0785], [-0.0621, -0.1595, 0.0256], [-0.0530, 0.0361, -0.1687], [0.0594, 0.0809, -0.0096], [0.0395, 0.0869, -0.0506], [-0.0056, -0.0545, 0.0939], [-0.1692, -0.2256, -0.0004], [0.0553, 0.1415, 0.0045], [-0.1780, -0.0621, -0.0395], [0.0001, -0.0508, 0.0315], [-0.0707, -0.1206, 0.0238], [0.1044, -0.0009, 0.0118], [0.0064, -0.0354, 0.0143], [-0.0052, 0.0235, -0.0230], [-0.0106, 0.0395, -0.0424], [0.0292, 0.0422, -0.0500], [0.0164, -0.0189, 0.0508], [0.0150, 0.0599, -0.0109], [-0.0118, -0.0274, 0.0041], [-0.0317, -0.0384, -0.0154], [-0.0355, -0.0437, 0.0259], [0.0192, 0.0107, 0.0026]], "max_force_ev_per_a": 3.23, "homo_energy_ha": [0.002, -0.008], "e_lumo_ev": [4.52, 4.52], "de_lowest_kj_mol": 20.2, "charge": -2, "molar_mass_g_mol": 699.74, "multiplicity": 6}



# 3
{"formula": "C4H13N2O2", "method": "ωB97M-V/def2-TZVPD", "elements": ["N", "C", "C", "C", "N", "C", "O", "H", "H", "H", "H", "H", "H", "H", "H", "H", "H", "H", "H", "H", "O"], "positions_angstrom": [[0.750, -2.049, -0.131], [0.457, -0.575, -0.349], [-1.035, -0.396, -0.520], [1.020, 0.066, 0.948], [1.248, 1.377, 0.967], [1.215, 2.308, -0.140], [1.041, -0.660, 1.935], [-0.074, -2.525, 0.246], [1.024, -2.488, -1.010], [1.422, -2.141, 0.641], [1.057, -0.274, -1.201], [-1.577, -0.759, 0.346], [-1.341, 0.586, -0.873], [-1.279, -0.922, -1.450], [1.577, 1.755, 1.844], [1.074, 1.799, -1.085], [2.145, 2.872, -0.233], [0.458, 3.083, -0.023], [-4.245, -0.345, -2.355], [-3.875, 0.840, -1.464], [-3.513, 0.045, -1.867]], "atomic_forces_ev_per_a": [[-0.5131, 0.0309, -0.0885], [0.9050, 0.2709, 0.9662], [0.5128, -0.1871, -1.5717], [-1.3784, -0.0404, 0.1204], [0.4037, 0.3095, -0.0400], [0.2690, 0.5826, -0.4178], [0.6411, -0.0335, -0.0558], [-0.1061, 0.0627, -0.2656], [0.1278, -0.2017, 0.2503], [0.3203, 0.0766, -0.0935], [-0.1747, -0.0103, -0.3058], [-0.2302, 0.1410, -0.0385], [0.2435, 0.3707, 0.7887], [-0.3878, -0.5548, 0.4660], [-0.1223, -0.2121, 0.1477], [-0.1742, -0.0377, -0.0663], [0.2001, -0.3111, 0.1692], [-0.3425, -0.3013, 0.0959], [-0.0191, 0.0428, -0.0089], [-0.1308, 0.0065, -0.0488], [-0.0442, -0.0042, -0.0032]], "max_force_ev_per_a": 1.66, "homo_energy_ha": -0.510, "e_lumo_ev": -3.16, "de_lowest_kj_mol": 144.1, "charge": 1, "molar_mass_g_mol": 121.16, "multiplicity": 1}



# 4
{"formula": "C10H30ClO10", "method": "ωB97M-V/def2-TZVPD", "elements": ["Cl", "C", "C", "O", "O", "H", "H", "H", "H", "H", "H", "C", "C", "O", "O", "H", "H", "H", "H", "H", "H", "C", "C", "O", "O", "H", "H", "H", "H", "H", "H", "C", "C", "O", "O", "H", "H", "H", "H", "H", "H", "C", "C", "O", "O", "H", "H", "H", "H", "H", "H"], "positions_angstrom": [[-1.285, -0.079, 0.712], [0.109, -3.615, 1.543], [0.342, -2.902, 2.887], [-0.912, -2.612, 3.385], [-0.490, -4.952, 1.659], [1.062, -3.712, 1.023], [-0.508, -2.969, 0.919], [1.004, -2.040, 2.812], [0.810, -3.558, 3.621], [-1.462, -3.400, 3.369], [-0.538, -5.198, 0.732], [1.205, 1.614, 3.205], [1.790, 0.731, 4.251], [0.811, -0.105, 4.827], [0.071, 2.316, 3.627], [0.993, 0.964, 2.356], [1.971, 2.319, 2.882], [2.224, 1.326, 5.053], [2.643, 0.185, 3.848], [1.169, -0.584, 5.578], [0.026, 3.147, 3.148], [2.625, -0.605, -0.421], [2.593, -0.029, -1.831], [1.888, 1.172, -1.968], [1.548, -1.571, -0.340], [2.532, 0.257, 0.240], [3.561, -1.086, -0.135], [2.219, -0.787, -2.520], [3.615, 0.175, -2.150], [2.455, 1.868, -2.306], [0.717, -1.093, -0.389], [-2.244, -0.696, -2.959], [-2.657, -1.244, -4.314], [-1.531, -1.644, -5.021], [-1.649, -1.672, -2.069], [-3.003, -0.151, -2.398], [-1.360, -0.060, -3.015], [-3.206, -0.526, -4.922], [-3.317, -2.097, -4.159], [-1.206, -2.441, -4.595], [-1.607, -1.142, -1.270], [-1.057, 4.368, -1.993], [-1.197, 2.883, -1.578], [-1.422, 2.933, -0.156], [-2.231, 5.100, -2.059], [-0.619, 4.345, -2.991], [-0.380, 4.829, -1.274], [-0.242, 2.404, -1.796], [-2.031, 2.363, -2.049], [-1.266, 2.045, 0.172], [-2.563, 5.223, -1.167]], "atomic_forces_ev_per_a": [[0.2469, -0.0559, -0.4783], [1.2827, 0.1596, -0.1071], [-0.3600, -2.0446, -0.7471], [-1.2548, 1.4052, 1.1558], [0.3997, 1.1921, 0.2773], [0.1534, -0.1024, -0.0429], [-0.2245, 0.0402, 0.1715], [-0.6211, 0.2987, -0.3487], [0.6050, -0.5119, -0.1261], [0.1680, -0.1337, -0.1825], [-0.2709, -0.3499, 0.0400], [0.2012, -0.3334, -1.0546], [0.4318, 0.3138, 1.6386], [-0.3782, -0.3205, -0.4193], [-0.2827, 0.2386, 0.6549], [-0.4726, 0.0625, -0.3215], [0.3690, -0.0140, -0.0249], [0.0811, 0.4555, 0.2155], [-0.0299, -0.3212, -0.4644], [0.1340, 0.0706, -0.0867], [-0.1033, -0.1631, -0.1583], [-1.6605, -0.1986, -0.6258], [1.9625, -0.2925, -0.4921], [-0.9580, 0.6154, 0.1995], [1.6918, 0.3238, 0.5967], [-0.4513, -0.0357, 0.4346], [-0.0637, -0.3221, -0.4214], [-0.3049, -0.0314, 0.0747], [0.4149, -0.1455, -0.0452], [0.0043, -0.2160, 0.0865], [-0.7037, 0.3975, 0.3186], [1.3499, 0.3137, 0.9120], [-0.3769, 0.0266, 1.3166], [0.7786, -0.4738, -1.0044], [-1.2108, -0.8423, -1.2445], [-0.4722, -0.0531, -0.3218], [-0.4522, 0.9911, -1.1184], [0.1450, 0.2496, 0.1615], [-0.2948, -0.1465, 0.0970], [0.2254, 0.0227, 0.1108], [0.3668, -0.0661, 1.2950], [0.6362, -1.7897, -0.2365], [0.0038, 1.5020, 1.4137], [0.1286, 0.6390, -0.9185], [-1.0734, 0.6100, -0.1958], [0.0625, 0.4222, -0.1253], [0.3741, -0.0486, -0.0646], [-0.0375, -0.2869, -0.0730], [0.0299, 0.0890, -0.3741], [-0.1425, -0.9605, 0.5349], [-0.0466, -0.1794, 0.1181]], "max_force_ev_per_a": 2.21, "homo_energy_ha": -0.197, "e_lumo_ev": 2.74, "de_lowest_kj_mol": 191.1, "charge": -1, "molar_mass_g_mol": 345.79, "multiplicity": 1}